{"formula": "C43H43CsN12O2", "method": "wB97M-V/def2-TZVPD", "e_lumo_ev": 3.83, "total_charge": -2, "e_homo_ev": -1.5, "de_lowest_ev": 1.9888, "symbols": ["Cs", "O", "C", "N", "C", "C", "C", "C", "C", "C", "N", "C", "O", "C", "C", "C", "C", "C", "N", "C", "C", "C", "C", "C", "N", "H", "H", "H", "H", "H", "H", "H", "H", "H", "H", "H", "H", "C", "C", "C", "C", "C", "N", "C", "C", "C", "C", "C", "C", "C", "N", "C", "C", "C", "N", "C", "C", "N", "C", "C", "C", "N", "H", "H", "H", "H", "H", "H", "H", "H", "H", "H", "H", "H", "H", "H", "H", "H", "H", "H", "C", "N", "C", "C", "N", "N", "C", "C", "H", "H", "H", "H", "H", "H", "H", "H", "H", "H", "H", "H", "H"], "coordinates": [[-0.23491, -0.21072, 0.40915], [-0.31349, 2.31336, 4.32271], [-0.66566, 1.84144, 3.21740], [-1.01863, 0.61454, 2.89024], [-1.23665, -0.36594, 3.83928], [-1.78007, -0.09949, 5.10344], [-2.05779, -1.09996, 6.02315], [-1.78702, -2.42065, 5.70644], [-1.28090, -2.71973, 4.44825], [-1.02859, -1.73500, 3.48925], [-0.74254, -2.07913, 2.17991], [0.28370, -2.72818, 1.72386], [0.42442, -3.09302, 0.52999], [1.39068, -3.08914, 2.69764], [1.59890, -4.43350, 3.01767], [2.55071, -4.76666, 3.95918], [3.28285, -3.74761, 4.55786], [3.02600, -2.44759, 4.15620], [2.11459, -2.11733, 3.24789], [-0.66767, 2.81058, 2.03961], [-0.32272, 4.14067, 2.30007], [-0.36132, 5.06657, 1.27562], [-0.72659, 4.64317, 0.00374], [-1.02774, 3.30175, -0.17022], [-1.01079, 2.41125, 0.81448], [-1.97862, 0.93252, 5.35740], [-2.47575, -0.83995, 6.99062], [-1.98415, -3.21344, 6.42170], [-1.10800, -3.75511, 4.17240], [1.00587, -5.19097, 2.52243], [2.72685, -5.80307, 4.22483], [4.02431, -3.96107, 5.31738], [3.57779, -1.61570, 4.58625], [-0.04367, 4.39548, 3.31256], [-0.11284, 6.10652, 1.45920], [-0.76847, 5.33059, -0.83072], [-1.28376, 2.91509, -1.15347], [-5.98227, 4.14676, -4.08718], [-4.66862, 3.40762, -4.09316], [-3.54179, 3.89257, -4.75380], [-2.33002, 3.23912, -4.68360], [-2.14055, 2.05613, -3.92056], [-0.93847, 1.52197, -3.69887], [0.02433, 1.31511, -4.58796], [-0.22649, 0.92751, -5.93516], [0.77992, 0.56018, -6.80078], [2.11869, 0.56567, -6.41053], [3.22445, 0.11511, -7.33154], [2.39897, 1.00101, -5.12035], [1.40491, 1.39126, -4.23963], [1.81185, 1.96662, -3.00302], [2.69007, 2.99204, -2.89537], [2.85139, 3.24430, -1.55166], [2.01025, 2.31022, -0.92223], [1.39145, 1.55068, -1.80848], [-3.32448, 1.53163, -3.32879], [-4.52950, 2.21209, -3.39858], [-3.33388, 0.25169, -2.70674], [-4.25822, -0.71114, -2.94390], [-3.98371, -1.75253, -2.08837], [-2.85172, -1.32461, -1.37003], [-2.47294, -0.11939, -1.75921], [-5.98909, 4.94719, -4.82876], [-6.81603, 3.47415, -4.30452], [-6.17641, 4.59703, -3.10925], [-3.61811, 4.81139, -5.32908], [-1.46419, 3.64305, -5.19573], [-1.26114, 0.89866, -6.25690], [0.52471, 0.24892, -7.81053], [2.83754, -0.08357, -8.33214], [4.00611, 0.87557, -7.41499], [3.69980, -0.80047, -6.96770], [3.43262, 1.04629, -4.79073], [3.10916, 3.46270, -3.76772], [3.47062, 3.99707, -1.09455], [1.82801, 2.17795, 0.13175], [-5.39539, 1.78725, -2.90072], [-5.01735, -0.58897, -3.69681], [-4.51008, -2.68711, -1.99834], [-2.31346, -1.84681, -0.59458], [2.48844, -2.03371, -2.11222], [3.77017, -2.35246, -1.49210], [4.06162, -3.77652, -1.49107], [4.09836, -1.59201, -0.38898], [3.34138, -0.64783, -0.01853], [5.36178, -1.94397, 0.20058], [5.53399, -1.44542, 1.55135], [6.47595, -1.58030, -0.65865], [2.44451, -2.52691, -3.08454], [2.40007, -0.95814, -2.24484], [1.65394, -2.36783, -1.48605], [3.17890, -4.34408, -1.17305], [4.87953, -3.98986, -0.81012], [4.33636, -4.09872, -2.50002], [3.68172, -0.10188, 0.76373], [5.72642, -0.36130, 1.58815], [6.38843, -1.95556, 2.00175], [4.64009, -1.66668, 2.13039], [6.35074, -2.03275, -1.64102], [7.40648, -1.94444, -0.21581], [6.55983, -0.48903, -0.78282]]}